[1]
Density functional theory data (ωB97M-V/def2-TZVPD) for a cluster of 13 separate species, C48H96O21 in total at a distorted geometry.

Element x y z (Å)
1 C 0.290 5.200 -4.183
2 O 0.932 6.146 -3.345
3 C 1.058 5.852 -2.050
4 O 1.352 6.685 -1.253
5 O 0.725 4.607 -1.819
6 C 1.036 4.201 -0.542
7 H -0.583 4.745 -3.694
8 H 0.957 4.314 -4.404
9 H 0.099 5.814 -5.099
10 H 0.411 3.337 -0.342
11 H 0.771 4.855 0.247
12 H 2.075 3.899 -0.474
13 C -2.015 6.350 0.496
14 O -1.962 5.480 -0.641
15 C -2.262 4.178 -0.403
16 O -2.519 3.356 -1.263
17 O -2.154 3.913 0.865
18 C -2.450 2.534 1.253
19 H -3.031 6.429 0.865
20 H -1.581 7.277 0.117
21 H -1.397 5.967 1.341
22 H -1.561 2.146 1.712
23 H -2.732 1.912 0.383
24 H -3.169 2.589 2.029
25 C 1.150 -1.541 2.124
26 O 1.921 -1.197 0.966
27 C 1.344 -0.206 0.245
28 O 0.428 0.466 0.571
29 O 2.037 -0.189 -0.927
30 C 1.726 0.771 -1.947
31 H 0.148 -1.468 1.724
32 H 1.434 -0.846 2.933
33 H 1.344 -2.609 2.411
34 H 1.827 1.770 -1.653
35 H 0.801 0.485 -2.460
36 H 2.628 0.559 -2.629
37 C 1.951 -3.521 -1.257
38 O 1.824 -3.314 -2.698
39 C 0.939 -2.469 -3.047
40 O 0.222 -1.842 -2.319
41 O 0.934 -2.371 -4.369
42 C -0.105 -1.625 -4.983
43 H 1.004 -3.651 -0.829
44 H 2.408 -2.757 -0.649
45 H 2.457 -4.416 -0.998
46 H -1.145 -1.798 -4.590
47 H -0.054 -1.950 -6.023
48 H 0.121 -0.547 -4.894
49 C 4.461 -4.733 4.398
50 C 4.647 -4.231 2.923
51 C 4.600 -2.691 3.129
52 O 3.639 -2.502 4.166
53 C 3.996 -3.456 5.167
54 H 5.404 -4.989 4.924
55 H 3.726 -5.462 4.476
56 H 3.899 -4.621 2.243
57 H 5.595 -4.562 2.547
58 H 4.189 -2.190 2.272
59 H 5.554 -2.348 3.470
60 H 3.015 -3.746 5.696
61 H 4.710 -3.097 5.871
62 C -0.402 -5.093 2.300
63 C -1.191 -6.447 2.296
64 C -1.736 -6.372 3.753
65 O -0.625 -5.746 4.557
66 C 0.204 -5.029 3.684
67 H -1.109 -4.222 2.240
68 H 0.380 -5.091 1.501
69 H -0.554 -7.262 2.081
70 H -1.988 -6.422 1.597
71 H -1.962 -7.300 4.184
72 H -2.606 -5.761 3.716
73 H 1.243 -5.471 3.617
74 H 0.270 -3.985 4.074
75 C -3.507 -0.975 0.916
76 C -4.365 -2.180 1.158
77 C -3.375 -3.337 1.189
78 O -2.167 -2.808 0.590
79 C -2.475 -1.596 -0.050
80 H -2.978 -0.432 1.707
81 H -4.053 -0.256 0.311
82 H -5.179 -2.204 0.447
83 H -4.783 -1.965 2.123
84 H -3.582 -4.251 0.610
85 H -3.279 -3.617 2.205
86 H -2.897 -1.719 -1.074
87 H -1.598 -0.997 -0.153
88 C -3.630 1.740 -3.979
89 C -4.856 2.128 -3.163
90 C -5.153 0.908 -2.344
91 O -4.649 -0.152 -3.099
92 C -3.345 0.330 -3.607
93 H -2.678 2.329 -3.817
94 H -3.885 1.891 -5.071
95 H -5.678 2.373 -3.850
96 H -4.805 2.932 -2.450
97 H -6.219 0.694 -2.107
98 H -4.477 0.972 -1.438
99 H -3.143 -0.373 -4.397
100 H -2.706 0.170 -2.689
101 C 3.125 3.078 4.061
102 C 1.970 3.433 4.960
103 C 0.734 3.006 4.085
104 O 1.170 1.999 3.230
105 C 2.539 2.106 3.025
106 H 3.990 2.831 4.724
107 H 3.407 3.915 3.498
108 H 1.919 4.501 5.162
109 H 1.977 2.939 5.919
110 H 0.376 3.830 3.438
111 H -0.060 2.615 4.723
112 H 2.762 2.437 2.034
113 H 3.072 1.159 3.197
114 C -1.107 -1.732 5.517
115 C -2.318 -1.729 6.531
116 C -3.559 -1.828 5.565
117 O -3.020 -1.581 4.300
118 C -1.749 -2.174 4.166
119 H -0.376 -2.467 5.825
120 H -0.673 -0.719 5.326
121 H -2.364 -0.852 7.199
122 H -2.252 -2.597 7.141
123 H -4.229 -1.015 5.777
124 H -4.033 -2.741 5.656
125 H -1.369 -1.644 3.290
126 H -1.826 -3.291 4.072
127 C -2.820 -4.947 -2.117
128 C -4.096 -4.046 -1.959
129 C -4.129 -3.358 -3.314
130 O -2.748 -3.281 -3.676
131 C -2.145 -4.522 -3.372
132 H -3.093 -5.957 -2.100
133 H -2.259 -4.697 -1.213
134 H -4.117 -3.409 -1.110
135 H -4.903 -4.708 -1.783
136 H -4.568 -2.323 -3.426
137 H -4.638 -3.961 -4.146
138 H -1.115 -4.255 -3.195
139 H -2.328 -5.278 -4.089
140 C 2.307 0.557 -6.473
141 C 1.075 0.826 -7.302
142 C 0.263 1.936 -6.461
143 O 1.109 2.230 -5.328
144 C 2.409 1.857 -5.637
145 H 3.238 0.585 -7.095
146 H 2.276 -0.292 -5.922
147 H 0.517 -0.066 -7.554
148 H 1.373 1.333 -8.254
149 H -0.714 1.639 -6.124
150 H 0.298 2.840 -7.099
151 H 2.885 1.712 -4.727
152 H 2.900 2.698 -6.230
153 C 4.293 5.724 0.125
154 C 4.855 5.467 -1.300
155 C 6.027 6.435 -1.501
156 O 6.144 7.133 -0.244
157 C 5.368 6.617 0.836
158 H 4.296 4.840 0.760
159 H 3.261 6.109 0.120
160 H 4.111 5.636 -2.126
161 H 5.145 4.485 -1.590
162 H 5.928 7.198 -2.272
163 H 6.957 5.917 -1.676
164 H 4.909 7.519 1.313
165 H 6.088 6.029 1.488

Computed properties:
net charge: 0
energy relative to the best compared isomer or geometry (same formula, charge and spin): 89.79 kcal per mole
Kohn-Sham gap: 9.74 eV



[2]
Density functional theory data (ωB97M-V/def2-TZVPD) for a cluster of 2 separate species, C6H12N in total at a distorted geometry.

Element x y z (Å)
1 C -3.610 -0.629 0.898
2 C -2.426 0.154 -1.139
3 C 0.313 0.099 0.071
4 C 2.432 1.082 0.850
5 C 2.442 -0.619 -1.202
6 C 1.642 0.216 -0.101
7 N -3.101 -0.122 -0.257
8 H -4.554 -1.249 0.732
9 H -2.768 -1.280 1.286
10 H -1.880 0.192 -1.995
11 H -0.029 0.707 0.902
12 H -0.410 -0.588 -0.596
13 H -3.851 0.307 1.560
14 H 1.863 1.800 1.371
15 H 2.916 0.435 1.521
16 H 3.164 1.703 0.387
17 H 1.723 -1.250 -1.671
18 H 2.826 0.129 -1.934
19 H 3.309 -1.087 -0.682

Computed properties:
net charge: +1
energy relative to the best compared isomer or geometry (same formula, charge and spin): 86.38 kcal per mole
Kohn-Sham gap: 8.05 eV



[3]
Density functional theory data (ωB97M-V/def2-TZVPD) for a cluster of 8 separate species, C5H25NO8 in total at a distorted geometry.

Element x y z (Å)
1 C 1.688 -2.644 -0.857
2 N 1.567 -1.455 -1.716
3 C 0.242 -0.842 -1.713
4 C -0.948 -1.669 -2.438
5 C 0.413 0.425 -2.533
6 C -0.582 1.481 -1.944
7 O -0.314 2.248 -1.009
8 H 1.450 -2.293 0.226
9 H 2.699 -3.005 -0.864
10 H 1.089 -3.569 -0.955
11 H 1.804 -1.745 -2.687
12 H -0.205 -0.611 -0.731
13 H -0.710 -1.718 -3.552
14 H -1.179 -2.687 -2.152
15 H -1.898 -1.206 -2.267
16 H 1.469 0.803 -2.628
17 H 0.163 0.303 -3.585
18 H -1.600 1.503 -2.230
19 O 2.455 -0.187 0.853
20 H 1.968 -0.267 0.027
21 H 3.255 -0.654 0.765
22 O -1.918 2.613 1.507
23 H -1.736 1.684 1.631
24 H -1.729 2.638 0.654
25 O -0.290 -2.271 1.253
26 H -1.160 -2.337 0.785
27 H -0.328 -1.415 1.706
28 O 0.898 0.380 2.905
29 H 1.013 1.371 2.614
30 H 1.493 -0.042 2.220
31 O -1.531 0.000 2.049
32 H -2.061 -0.180 2.861
33 H -0.572 0.097 2.433
34 O -2.819 -0.651 -0.277
35 H -3.413 -1.175 0.234
36 H -2.141 -0.346 0.157
37 O 1.434 2.719 1.706
38 H 0.965 3.210 1.010
39 H 2.199 2.517 1.364

Computed properties:
net charge: 0
SMILES string: CN[C@H](C)CC=O.O.O.O.O.O.O.O
energy relative to the best compared isomer or geometry (same formula, charge and spin): 89.74 kcal per mole
Kohn-Sham gap: 10.04 eV



[4]
Density functional theory data (ωB97M-V/def2-TZVPD) for a structure of composition C14H15MnNSe at a distorted geometry.

Element x y z (Å)
1 C 2.067 2.091 -1.440
2 C 2.796 2.123 -0.167
3 C 1.922 2.748 0.839
4 C 0.737 3.198 0.146
5 C 0.810 2.772 -1.217
6 Mn 0.943 1.052 0.059
7 C 1.587 -0.779 0.496
8 C 1.455 -0.779 -1.001
9 C 2.461 -0.956 -1.949
10 N 0.047 -0.032 -1.038
11 H 2.106 2.953 1.894
12 H 3.843 1.850 -0.058
13 H -0.104 3.758 0.581
14 H 0.116 3.086 -1.999
15 H 2.418 1.799 -2.424
16 H 2.597 -0.707 1.011
17 H -0.729 -0.154 -1.725
18 H 0.864 -1.429 1.076
19 H 3.354 -1.570 -1.713
20 H 2.331 -0.380 -2.876
21 Se -0.564 0.699 1.646
22 C -1.678 -0.791 1.138
23 C -1.750 -1.930 1.983
24 C -2.753 -2.876 1.766
25 C -3.720 -2.712 0.768
26 C -3.561 -1.643 -0.103
27 C -2.551 -0.699 0.045
28 H -0.992 -2.082 2.747
29 H -2.825 -3.725 2.440
30 H -4.506 -3.446 0.650
31 H -4.299 -1.515 -0.875
32 H -2.424 0.078 -0.699

Computed properties:
net charge: -2
multiplicity: 6
Kohn-Sham gap (spin up / spin down): 2.69 / 4.97 eV



[5]
Density functional theory data (ωB97M-V/def2-TZVPD) for the molecule C23H32N4O4S at a distorted geometry.

Element x y z (Å)
1 C 3.503 0.887 -2.308
2 C 2.077 1.350 -2.600
3 N 1.161 0.936 -1.544
4 C 0.607 -0.398 -1.710
5 C -0.427 -0.559 -2.829
6 C 0.186 1.944 -1.154
7 C 0.701 2.802 0.016
8 N 0.522 2.182 1.314
9 C -0.657 2.583 2.057
10 C -1.901 1.969 1.475
11 C -2.248 0.683 1.717
12 C -3.406 0.088 1.136
13 C -3.767 -1.250 1.392
14 C -4.904 -1.722 0.803
15 C -5.695 -0.914 -0.033
16 C -5.370 0.387 -0.305
17 C -4.204 0.890 0.295
18 N -3.818 2.182 0.066
19 C -2.699 2.802 0.586
20 O -2.446 3.955 0.277
21 O -6.762 -1.633 -0.478
22 C -6.640 -2.917 0.101
23 O -5.472 -2.965 0.888
24 C 1.344 1.218 1.794
25 S 1.151 0.591 3.325
26 N 2.365 0.835 0.996
27 C 3.322 -0.152 1.423
28 C 2.901 -1.593 1.067
29 C 3.682 -2.642 1.862
30 C 4.928 -2.827 0.999
31 C 4.367 -2.640 -0.413
32 O 3.174 -1.877 -0.301
33 H 4.135 1.061 -3.175
34 H 3.514 -0.173 -2.071
35 H 3.917 1.434 -1.464
36 H 1.762 0.957 -3.576
37 H 2.064 2.440 -2.666
38 H 0.145 -0.675 -0.757
39 H 1.441 -1.082 -1.877
40 H -1.281 0.097 -2.668
41 H 0.005 -0.331 -3.800
42 H -0.781 -1.586 -2.847
43 H -0.732 1.449 -0.829
44 H -0.074 2.606 -1.990
45 H 0.138 3.737 0.031
46 H 1.760 3.033 -0.132
47 H -0.745 3.672 2.022
48 H -0.521 2.254 3.091
49 H -1.635 0.081 2.372
50 H -3.162 -1.866 2.035
51 H -5.982 1.000 -0.945
52 H -4.392 2.755 -0.541
53 H -7.521 -3.120 0.731
54 H -6.582 -3.675 -0.696
55 H 2.187 0.876 -0.013
56 H 3.427 -0.067 2.507
57 H 4.277 0.074 0.942
58 H 1.820 -1.682 1.213
59 H 3.112 -3.570 1.905
60 H 3.901 -2.316 2.875
61 H 5.664 -2.055 1.226
62 H 5.392 -3.801 1.127
63 H 4.110 -3.605 -0.869
64 H 5.067 -2.120 -1.076

Computed properties:
net charge: 0
SMILES string: CCN(CC)CCN(Cc1cc2cc3c(cc2[nH]c1=O)OCO3)C(=S)NC[C@@H]1CCCO1
energy relative to the best compared isomer or geometry (same formula, charge and spin): 68.53 kcal per mole
Kohn-Sham gap: 7.96 eV



[6]
Density functional theory data (ωB97M-V/def2-TZVPD) for a structure of composition C11H32BFN2O11SSi2.

Element x y z (Å)
1 C 4.950 -0.820 1.589
2 N 3.926 0.083 0.989
3 C 4.073 1.478 1.450
4 B 4.037 -0.006 -0.448
5 O 5.066 0.589 -1.159
6 Si 2.705 -1.072 -1.532
7 O 1.158 -0.515 -1.478
8 Si 0.906 1.130 -1.686
9 C -0.940 1.381 -1.899
10 C -1.533 2.513 -1.044
11 C -1.637 2.170 0.420
12 O -0.693 2.290 1.154
13 N -2.896 1.747 0.876
14 C -3.196 0.369 0.534
15 C -2.198 -0.598 0.474
16 C -2.513 -1.908 0.114
17 C -3.831 -2.259 -0.171
18 C -4.831 -1.298 -0.080
19 C -4.513 0.017 0.262
20 S 2.599 -3.140 -0.704
21 O 2.640 -3.143 0.721
22 O 3.492 -3.996 -1.417
23 F 1.124 -3.599 -1.105
24 H 5.365 -1.511 0.856
25 H 4.462 -1.430 2.347
26 H 5.763 -0.284 2.075
27 H 4.925 1.986 0.993
28 H 4.253 1.493 2.519
29 H 3.172 2.037 1.213
30 H 4.791 1.342 -1.694
31 H 3.166 -1.283 -2.920
32 H 1.641 1.543 -2.912
33 H 1.472 1.919 -0.577
34 H -1.102 1.627 -2.947
35 H -1.429 0.428 -1.719
36 H -2.520 2.734 -1.434
37 H -0.937 3.417 -1.119
38 H -2.945 1.893 1.878
39 H -1.166 -0.379 0.701
40 H -1.729 -2.646 0.046
41 H -4.036 -3.279 -0.454
42 H -5.840 -1.599 -0.304
43 H -5.318 0.728 0.317
44 O -6.681 -3.937 -0.550
45 H -6.448 -4.845 -0.768
46 H -7.528 -4.010 -0.098
47 O -4.244 2.602 -3.200
48 H -4.877 2.684 -3.921
49 H -4.425 1.731 -2.829
50 O -6.519 1.960 1.884
51 H -5.943 2.628 2.270
52 H -7.160 1.766 2.575
53 O 3.967 1.200 4.602
54 H 3.816 1.764 5.368
55 H 3.170 0.663 4.531
56 O 0.477 -2.726 -4.293
57 H 0.944 -3.003 -3.498
58 H 0.979 -3.124 -5.011
59 O 6.882 1.326 3.053
60 H 7.509 1.949 3.433
61 H 6.197 1.222 3.727

Computed properties:
net charge: 0
Kohn-Sham gap: 8.34 eV



[7]
Density functional theory data (ωB97M-V/def2-TZVPD) for a structure of composition C5H10O2.

Element x y z (Å)
1 C -1.431 -1.426 1.379
2 O -0.427 -0.675 0.737
3 C -0.934 0.090 -0.341
4 C 0.145 0.926 -0.988
5 C 1.172 1.734 -0.249
6 C 1.611 0.613 -1.138
7 O 2.082 -0.721 -0.076
8 H -2.213 -0.769 1.785
9 H -0.956 -1.970 2.198
10 H -1.899 -2.142 0.687
11 H -1.368 -0.590 -1.094
12 H -1.749 0.737 0.023
13 H -0.237 1.377 -1.906
14 H 1.390 2.758 -0.547
15 H 1.258 1.542 0.817
16 H 2.306 -0.560 -1.137
17 H 1.236 -1.192 0.059

Computed properties:
net charge: 0
energy relative to the best compared isomer or geometry (same formula, charge and spin): 144.87 kcal per mole
Kohn-Sham gap: 9.15 eV



[8]
Density functional theory data (ωB97M-V/def2-TZVPD) for a structure of composition C4H54AlFNO24S at a distorted geometry.

Element x y z (Å)
1 O -0.300 -5.661 0.047
2 C -1.678 -5.502 -0.390
3 C -1.958 -4.194 -1.277
4 C -0.646 -3.431 -1.790
5 Al 0.421 -2.486 -0.335
6 F 0.908 -0.715 -0.805
7 N -0.388 -2.586 1.431
8 C -1.564 -2.098 1.417
9 S -3.165 -1.601 1.379
10 H -0.290 -5.335 0.977
11 H -2.348 -5.426 0.537
12 H -1.956 -6.442 -0.993
13 H -2.715 -3.518 -0.746
14 H -2.514 -4.565 -2.232
15 H -1.019 -2.600 -2.510
16 H 0.010 -4.113 -2.454
17 H 1.817 -3.270 -0.202
18 O 2.858 -3.019 2.355
19 H 1.901 -2.889 2.382
20 H 3.159 -2.729 3.226
21 O -6.298 -2.568 1.132
22 H -5.356 -2.352 1.154
23 H -6.592 -2.235 0.276
24 O -4.412 -2.661 -1.660
25 H -3.761 -2.065 -2.046
26 H -4.791 -3.117 -2.421
27 O 2.907 0.459 1.377
28 H 3.547 -0.211 1.650
29 H 2.456 0.058 0.620
30 O 2.139 -3.664 4.977
31 H 2.406 -3.928 5.867
32 H 1.397 -4.246 4.774
33 O 2.976 2.618 -1.095
34 H 3.243 2.351 -0.205
35 H 2.234 2.036 -1.300
36 O -2.608 -4.648 -4.325
37 H -2.822 -5.119 -5.143
38 H -1.644 -4.589 -4.335
39 O -2.527 -0.118 -2.618
40 H -3.187 0.561 -2.429
41 H -1.826 0.053 -1.975
42 O -8.858 -0.848 1.543
43 H -8.224 -1.532 1.804
44 H -9.326 -1.238 0.795
45 O -3.056 -4.428 -7.077
46 H -3.580 -4.222 -7.860
47 H -3.110 -3.625 -6.541
48 O 3.785 -1.113 5.117
49 H 3.014 -1.577 5.466
50 H 3.411 -0.347 4.664
51 O -3.188 -1.442 4.730
52 H -3.282 -1.369 3.768
53 H -2.234 -1.436 4.871
54 O 2.585 -5.745 -0.683
55 H 1.626 -5.613 -0.655
56 H 2.884 -5.454 0.186
57 O 3.126 5.680 0.504
58 H 2.994 4.997 -0.169
59 H 3.864 5.350 1.030
60 O 2.906 8.782 -0.426
61 H 3.570 9.435 -0.166
62 H 3.176 7.976 0.040
63 O 2.849 -0.035 -3.222
64 H 2.249 0.025 -2.464
65 H 2.274 0.089 -3.986
66 O -9.662 -3.748 2.439
67 H -10.308 -3.058 2.635
68 H -8.952 -3.589 3.073
69 O -5.357 0.644 -0.181
70 H -6.311 0.784 -0.136
71 H -5.038 0.924 0.687
72 O 5.668 8.956 0.029
73 H 5.461 8.487 -0.791
74 H 6.633 9.015 0.026
75 O 6.346 6.278 -1.074
76 H 6.611 6.011 -0.186
77 H 5.602 5.694 -1.283
78 O 4.047 4.666 -3.001
79 H 3.273 4.202 -2.651
80 H 3.674 5.435 -3.450
81 O 1.290 8.478 1.939
82 H 1.797 7.908 2.528
83 H 1.820 8.506 1.125
84 O 8.306 9.227 1.365
85 H 9.168 8.905 1.074
86 H 8.462 9.532 2.267

Computed properties:
net charge: -1
Kohn-Sham gap: 7.36 eV



So what do the calculations give for calculated total energy? Going down the list: -3466.27207 -290.18426 -862.09080 -4149.35696 -1813.81665 -2477.48776 -346.79457 -2785.94496 Ha.